1.
# C60H50BFO46P2S2

A structure of composition C60H50BFO46P2S2 (ωB97M-V with the def2-TZVPD basis set, the OMol25 dataset).

Calculated values
HOMO energy, eV: -8.4
Orbital gap, eV: 6.3

```
! wB97M-V def2-TZVPD RIJCOSX def2/J DEFGRID3
* xyz 0 1
C 1.887 2.544 2.092
C 1.201 1.229 1.690
P -0.041 1.356 0.339
C 0.855 1.743 -1.239
C -1.213 2.800 0.755
S -0.537 4.524 0.582
O -0.259 5.037 1.858
O -1.445 5.327 -0.132
F 0.768 4.456 -0.232
O -1.325 2.632 2.185
S -2.391 1.393 2.315
O -1.770 0.174 2.617
O -3.301 1.760 3.315
O -3.010 1.371 0.816
C -2.678 2.688 0.234
C -2.610 2.689 -1.256
B -3.995 2.502 -2.011
O -5.215 2.863 -1.496
O -3.959 1.960 -3.272
P -3.991 3.894 0.988
O -5.178 3.007 1.671
O -3.231 4.791 2.106
H 1.236 3.133 2.723
H 2.750 2.291 2.697
H 2.261 3.084 1.233
H 0.697 0.785 2.531
H 1.957 0.545 1.327
H 0.300 2.519 -1.747
H 1.855 2.113 -1.063
H 0.821 0.869 -1.869
H -1.959 1.903 -1.616
H -2.173 3.615 -1.614
H -5.220 3.817 -1.318
H -4.005 2.725 -3.877
H -5.502 2.387 0.999
H -3.895 5.435 2.393
C 3.100 8.077 3.755
C 2.532 7.058 3.088
C 3.341 6.166 2.184
O 2.786 5.246 1.613
C 4.766 6.450 2.029
C 5.313 7.467 2.696
C 4.520 8.343 3.615
O 5.100 9.240 4.201
O 6.610 7.771 2.584
O 1.250 6.792 3.189
H 2.533 8.725 4.408
H 5.351 5.814 1.362
H 6.755 8.543 3.164
H 1.055 6.014 2.630
C -2.349 -5.544 1.069
C -1.523 -4.536 0.757
C -1.557 -3.229 1.497
O -0.769 -2.362 1.184
C -2.541 -3.071 2.557
C -3.368 -4.073 2.866
C -3.317 -5.387 2.147
O -4.085 -6.266 2.489
O -4.282 -3.963 3.828
O -0.624 -4.624 -0.215
H -2.333 -6.489 0.546
H -2.568 -2.121 3.072
H -4.741 -4.824 3.850
H -0.156 -3.763 -0.232
C -1.755 5.586 -7.138
C -2.264 4.833 -6.158
C -3.678 5.014 -5.684
O -4.095 4.285 -4.796
C -4.486 6.050 -6.295
C -3.973 6.807 -7.275
C -2.570 6.612 -7.770
O -2.163 7.315 -8.674
O -4.662 7.766 -7.866
O -1.556 3.884 -5.552
H -0.742 5.467 -7.493
H -5.495 6.178 -5.931
H -4.065 8.155 -8.534
H -2.143 3.479 -4.890
C 3.543 -4.044 -2.110
C 4.514 -4.894 -2.467
C 4.931 -6.035 -1.584
O 5.807 -6.779 -1.977
C 4.267 -6.190 -0.300
C 3.298 -5.339 0.057
C 2.865 -4.214 -0.836
O 1.965 -3.488 -0.454
O 2.659 -5.431 1.215
O 5.168 -4.788 -3.614
H 3.233 -3.221 -2.738
H 4.586 -7.007 0.332
H 2.009 -4.703 1.222
H 5.811 -5.523 -3.622
C -2.325 -3.660 6.918
C -1.358 -4.486 6.512
C -0.901 -5.644 7.349
O -0.029 -6.367 6.908
C -1.524 -5.836 8.651
C -2.492 -5.004 9.061
C -2.966 -3.863 8.208
O -3.860 -3.166 8.641
O -3.097 -5.132 10.233
O -0.747 -4.334 5.343
H -2.660 -2.827 6.316
H -1.177 -6.663 9.254
H -3.761 -4.412 10.283
H -0.099 -5.063 5.288
C 8.625 6.241 -2.156
C 7.881 6.137 -1.046
C 7.124 4.876 -0.723
O 6.473 4.821 0.302
C 7.200 3.769 -1.662
C 7.943 3.878 -2.770
C 8.717 5.125 -3.083
O 9.384 5.148 -4.099
O 8.045 2.902 -3.660
O 7.779 7.137 -0.181
H 9.174 7.138 -2.400
H 6.640 2.876 -1.427
H 8.640 3.239 -4.358
H 7.203 6.842 0.550
C -7.197 -4.889 10.013
C -6.788 -3.698 10.465
C -7.738 -2.553 10.659
O -7.299 -1.507 11.091
C -9.137 -2.757 10.314
C -9.547 -3.947 9.859
C -8.601 -5.099 9.690
O -9.044 -6.157 9.288
O -10.808 -4.189 9.528
O -5.524 -3.447 10.772
H -6.520 -5.721 9.872
H -9.811 -1.921 10.442
H -10.832 -5.120 9.233
H -5.498 -2.516 11.070
C 6.626 -10.217 -2.309
C 7.597 -11.067 -2.664
C 8.014 -12.208 -1.782
O 8.890 -12.952 -2.176
C 7.348 -12.362 -0.496
C 6.380 -11.510 -0.139
C 5.946 -10.386 -1.034
O 5.048 -9.659 -0.657
O 5.741 -11.601 1.019
O 8.253 -10.962 -3.812
H 6.317 -9.393 -2.935
H 7.667 -13.176 0.138
H 5.093 -10.870 1.023
H 8.895 -11.697 -3.819
C -2.592 5.122 -11.539
C -3.274 4.057 -11.109
C -4.083 3.203 -12.038
O -4.664 2.240 -11.579
C -4.133 3.578 -13.444
C -3.451 4.647 -13.877
C -2.622 5.487 -12.948
O -2.016 6.433 -13.408
O -3.462 5.035 -15.144
O -3.278 3.689 -9.831
H -2.007 5.739 -10.870
H -4.731 2.966 -14.104
H -2.891 5.826 -15.186
H -3.845 2.895 -9.786
*
```

Here are the Mulliken charges for atoms 1 to 2, given in e: C -1.068; C -0.712


2.
# C60H54GeN6NaP2Se4

A structure of composition C60H54GeN6NaP2Se4 (ωB97M-V with the def2-TZVPD basis set, the OMol25 dataset).

Calculated values
Relative energy (zero: lowest compared OMol25 entry of this formula, charge and spin), kJ/mol: 149.3
HOMO energy (alpha / beta), eV: -6.4 / -6.5
⟨S²⟩: 0.7568
Orbital gap (alpha / beta), eV: 6.1 / 5.8

```
! wB97M-V def2-TZVPD RIJCOSX def2/J DEFGRID3
* xyz 0 2
Na 0.106 0.953 -0.880
C -4.273 4.756 -2.294
Se -2.484 4.005 -2.468
C -2.902 2.763 -3.910
C -1.642 2.307 -4.606
Se -0.343 1.333 -3.488
C -2.280 -1.473 -2.834
H -4.181 5.627 -1.648
H -4.949 4.038 -1.836
H -4.644 5.060 -3.270
H -3.539 3.306 -4.613
H -3.462 1.927 -3.490
H -1.115 3.159 -5.028
H -1.904 1.619 -5.406
H -2.457 -1.063 -3.821
H -2.422 -0.700 -2.093
H -2.943 -2.319 -2.647
Se 3.538 -4.989 -3.583
P 1.756 -4.160 -4.323
C 0.598 -5.475 -4.820
C -0.686 -5.659 -4.317
C -1.445 -6.748 -4.733
C -0.930 -7.655 -5.645
C 0.360 -7.487 -6.135
C 1.123 -6.410 -5.718
C 2.066 -3.122 -5.778
C 2.977 -2.078 -5.619
C 3.353 -1.315 -6.711
C 2.835 -1.602 -7.969
C 1.933 -2.642 -8.130
C 1.541 -3.403 -7.034
C 0.827 -3.037 -3.228
C 1.021 -2.365 -1.989
N -0.104 -1.677 -1.738
N -0.896 -1.928 -2.760
N -0.394 -2.719 -3.667
P 2.076 -2.494 -0.495
Se 1.982 -0.774 0.714
C 1.318 -3.959 0.286
C 0.746 -3.840 1.548
C 0.068 -4.919 2.105
C -0.047 -6.108 1.400
C 0.516 -6.227 0.134
C 1.193 -5.154 -0.427
C 3.773 -2.856 -0.936
C 4.495 -3.813 -0.238
C 5.853 -3.953 -0.486
C 6.480 -3.131 -1.413
C 5.756 -2.158 -2.093
C 4.403 -2.011 -1.846
H -1.105 -4.956 -3.616
H -2.445 -6.883 -4.337
H -1.530 -8.495 -5.974
H 0.774 -8.201 -6.837
H 2.139 -6.290 -6.077
H 3.400 -1.882 -4.641
H 4.058 -0.502 -6.585
H 3.135 -1.010 -8.826
H 1.534 -2.868 -9.111
H 0.828 -4.208 -7.160
H 0.828 -2.899 2.077
H -0.379 -4.826 3.087
H -0.585 -6.944 1.832
H 0.424 -7.150 -0.426
H 1.628 -5.248 -1.416
H 3.997 -4.452 0.481
H 6.424 -4.704 0.046
H 7.541 -3.243 -1.602
H 6.249 -1.515 -2.811
H 3.827 -1.244 -2.352
C -6.326 2.889 1.593
C -5.737 3.795 2.465
C -4.367 4.038 2.398
C -3.571 3.374 1.460
C -4.175 2.455 0.599
C -5.544 2.220 0.658
Ge -1.624 3.682 1.425
C -1.124 4.218 3.246
C 0.003 5.028 3.424
C 0.539 5.245 4.688
C -0.042 4.645 5.800
C -1.173 3.851 5.644
C -1.704 3.633 4.378
C -1.068 5.201 0.300
C -1.807 6.385 0.358
C -1.433 7.483 -0.411
C -0.314 7.408 -1.231
C 0.427 6.236 -1.289
C 0.048 5.136 -0.531
H -7.394 2.708 1.640
H -6.342 4.314 3.201
H -3.917 4.756 3.075
H -3.570 1.928 -0.130
H -6.003 1.514 -0.027
H 0.466 5.487 2.555
H 1.415 5.873 4.808
H 0.389 4.783 6.785
H -1.630 3.394 6.516
H -2.579 3.001 4.264
H -2.677 6.449 1.004
H -2.019 8.395 -0.368
H -0.023 8.264 -1.828
H 1.295 6.174 -1.936
H 0.616 4.215 -0.603
N -0.032 0.171 6.710
C 0.505 0.324 7.971
C 0.080 -0.081 9.233
C 0.890 0.261 10.299
C 2.089 0.968 10.108
C 2.507 1.358 8.851
C 1.693 1.038 7.763
N 1.856 1.309 6.416
C 0.820 0.785 5.826
C 0.532 0.909 4.394
C -0.612 0.381 3.800
C -0.894 0.682 2.486
N -0.132 1.487 1.727
C 1.017 1.915 2.284
C 1.379 1.658 3.587
H -0.891 -0.293 6.486
H -0.837 -0.641 9.375
H 0.598 -0.025 11.301
H 2.697 1.211 10.971
H 3.439 1.890 8.702
H -1.291 -0.265 4.344
H -1.789 0.298 2.007
H 1.648 2.530 1.648
H 2.301 2.043 4.006
*
```

Here are the Mulliken charges for atoms 1 to 2, given in e: Na 0.430; C -0.987


3.
# C60H58O3PS5Sr

A structure of composition C60H58O3PS5Sr (ωB97M-V with the def2-TZVPD basis set, the OMol25 dataset).

Calculated values
Relative energy (zero: lowest compared OMol25 entry of this formula, charge and spin), kJ/mol: 4.0
HOMO energy, eV: -9.4
Orbital gap, eV: 7.0

```
! wB97M-V def2-TZVPD RIJCOSX def2/J DEFGRID3
* xyz 1 1
Sr 1.585 -0.204 0.162
C -3.277 6.761 -3.331
C -2.577 5.620 -2.650
C -2.774 5.364 -1.298
C -2.110 4.322 -0.669
C -1.254 3.522 -1.409
C -1.032 3.760 -2.760
C -1.694 4.809 -3.369
S -0.487 2.180 -0.550
O 1.018 2.280 -0.690
C -0.898 0.804 -1.622
C 0.058 0.406 -2.584
C -0.173 -0.708 -3.337
C -1.370 -1.449 -3.191
C -1.632 -2.594 -3.981
C -2.804 -3.278 -3.844
C -3.774 -2.850 -2.911
C -3.546 -1.758 -2.123
C -2.333 -1.032 -2.236
C -2.054 0.097 -1.417
C -3.058 0.552 -0.405
C -4.059 1.486 -0.832
C -4.124 1.943 -2.172
C -5.067 2.857 -2.548
C -5.990 3.361 -1.609
C -5.954 2.933 -0.313
C -4.991 1.984 0.105
C -4.939 1.531 1.448
C -3.999 0.633 1.842
C -3.058 0.136 0.905
S -1.796 -0.901 1.657
O -0.851 -1.405 0.584
C -2.803 -2.285 2.134
C -3.297 -3.165 1.180
C -4.054 -4.243 1.596
C -4.326 -4.458 2.950
C -5.132 -5.646 3.391
C -3.809 -3.567 3.885
C -3.038 -2.485 3.485
H -4.108 7.131 -2.732
H -3.661 6.461 -4.306
H -2.586 7.590 -3.493
H -3.452 5.987 -0.728
H -2.252 4.128 0.388
H -0.354 3.133 -3.324
H -1.531 5.004 -4.422
H 0.979 0.967 -2.697
H 0.555 -1.020 -4.076
H -0.889 -2.911 -4.703
H -2.999 -4.149 -4.455
H -4.708 -3.390 -2.828
H -4.298 -1.432 -1.416
H -3.415 1.567 -2.898
H -5.106 3.200 -3.573
H -6.730 4.086 -1.922
H -6.662 3.310 0.415
H -5.658 1.916 2.160
H -3.963 0.294 2.871
H -3.077 -3.012 0.131
H -4.446 -4.936 0.861
H -5.782 -6.002 2.593
H -5.748 -5.405 4.257
H -4.473 -6.468 3.675
H -4.003 -3.725 4.938
H -2.622 -1.806 4.220
C 5.726 0.120 -5.910
C 5.065 1.059 -5.130
C 4.410 0.659 -3.976
C 4.418 -0.679 -3.581
C 5.084 -1.614 -4.368
C 5.733 -1.214 -5.529
P 3.585 -1.083 -2.013
C 3.437 -2.911 -2.055
C 2.496 -3.489 -2.909
C 2.311 -4.862 -2.942
C 3.058 -5.681 -2.105
C 3.990 -5.118 -1.245
C 4.181 -3.742 -1.219
C 4.777 -0.770 -0.687
C 6.159 -0.808 -0.871
C 6.986 -0.653 0.228
C 6.416 -0.470 1.482
C 5.035 -0.429 1.630
C 4.144 -0.565 0.553
H 6.236 0.428 -6.814
H 5.058 2.101 -5.422
H 3.896 1.396 -3.367
H 5.099 -2.657 -4.078
H 6.249 -1.948 -6.134
H 1.911 -2.856 -3.567
H 1.585 -5.294 -3.618
H 2.916 -6.753 -2.126
H 4.579 -5.751 -0.594
H 4.911 -3.309 -0.548
H 6.588 -0.957 -1.857
H 8.062 -0.675 0.111
H 7.060 -0.345 2.346
H 4.645 -0.257 2.632
C 0.369 4.362 5.339
C -0.195 4.838 4.007
S 0.095 3.754 2.588
C -0.508 2.160 3.184
C 0.456 1.233 3.951
S 2.209 1.396 3.517
C 2.959 1.510 5.156
C 2.435 2.599 6.096
S 2.186 4.243 5.371
H -0.043 3.387 5.594
H 0.047 5.055 6.118
H 0.267 5.783 3.714
H -1.266 5.022 4.120
H -0.860 1.655 2.282
H -1.404 2.324 3.791
H 0.153 0.199 3.769
H 0.363 1.399 5.022
H 4.012 1.691 4.933
H 2.902 0.546 5.668
H 3.158 2.707 6.906
H 1.503 2.295 6.570
C 3.027 -3.408 2.368
C 2.314 -2.292 3.094
O 1.340 -1.657 2.244
H 3.785 -3.855 3.013
H 3.518 -3.016 1.476
H 2.332 -4.199 2.074
H 3.003 -1.494 3.365
H 1.813 -2.643 4.000
H 0.688 -2.303 1.943
*
```

Here are the Mulliken charges for atoms 1 to 2, given in e: Sr 1.292; C -1.679


Result set for strongest force on any atom: 4.09; 0.93; 0.45 eV/A, one per record in the order listed.